14
Properties=species:S:1:pos:R:3:forces:R:3 method="wB97M-V/def2-TZVPD" de_lowest_kcal_mol=141.85 energy_ev=-25293.9166 largest_force_ev_per_a=4.1 gap_ha=0.370
O -3.24936 2.61552 -0.01011 -0.4 0.6 -0.1
N -2.88230 1.49207 0.13149 1.4 -1.5 0.2
C -2.29946 0.47710 0.24281 -1.1 1.4 -0.2
Cl -2.20562 -1.12207 0.54444 0.1 -0.5 0.1
C 0.98815 1.02137 0.32508 -0.6 0.1 -0.1
C 1.23158 -0.43778 0.14288 -1.5 0.4 -1.5
C 0.91153 -1.12809 -1.08351 0.8 -1.8 2.7
N 1.02617 -2.40964 -0.78048 0.0 0.6 -4.1
O 1.50817 -2.50728 0.41192 -0.8 -1.1 1.4
N 1.47263 -1.33553 1.01630 1.7 1.4 2.6
H 1.89849 1.53920 0.02219 -0.3 0.3 -1.0
H 0.01380 1.18606 -0.31289 2.2 0.6 1.5
H 0.97280 1.38601 1.37174 -0.9 -0.7 -0.4
H 0.61341 -0.77693 -2.02185 -0.5 0.3 -1.1